# 1
The following is a quantum chemistry calculation of C16H18F3MnO3S as an isolated structure, from OMol25.

CARTESIAN COORDINATES (ANGSTROEM)
Mn 0.50149 -1.95042 0.62415
C 4.18929 -2.66432 -1.22458
C 3.20704 -2.63674 -0.10667
C 3.59889 -2.90951 1.30185
O 2.03265 -2.36390 -0.38486
H 5.19107 -2.90743 -0.88754
H 4.18283 -1.68685 -1.71042
H 3.85896 -3.38967 -1.97023
H 4.65593 -3.12860 1.40689
H 3.00310 -3.74487 1.67641
H 3.33011 -2.04309 1.91122
O 0.73944 -2.28768 2.09461
F 0.32120 7.47334 0.41996
C 0.70279 6.77665 -0.65766
F -0.10535 7.12817 -1.67326
F 1.94079 7.18370 -0.98562
C 0.66280 5.29066 -0.42172
C 1.03503 4.44736 -1.46149
C 1.01183 3.07930 -1.27775
C 0.60798 2.54575 -0.05091
C 0.23426 3.40056 0.98512
C 0.26571 4.77268 0.79993
C 0.57939 1.12594 0.14417
C 0.55535 -0.07551 0.31250
H 1.34451 4.86549 -2.41023
H 1.30281 2.41398 -2.07885
H -0.07399 2.98475 1.93439
H -0.01923 5.43766 1.60241
O -0.80201 -3.08343 -0.25918
S -1.92938 -2.24725 0.41073
C -3.08133 -3.30471 1.32237
C -4.47330 -2.90929 0.82887
C -4.33140 -2.62817 -0.66609
C -3.14465 -1.68260 -0.80074
H -2.89124 -3.15628 2.38222
H -2.81892 -4.32844 1.04535
H -4.82196 -2.01968 1.35612
H -5.18079 -3.71114 1.03203
H -5.22865 -2.18622 -1.09538
H -4.12436 -3.55657 -1.20156
H -3.37408 -0.66118 -0.49348
H -2.65463 -1.66245 -1.77309

Force components x, y, z for each atom (eV/Å):
0.15 0.18 0.21
-0.03 -0.05 -0.02
0.04 0.00 0.17
0.07 0.04 -0.04
0.12 -0.12 -0.30
0.01 0.00 -0.01
0.01 0.00 0.00
0.00 0.00 0.00
0.01 0.00 -0.02
0.00 0.01 0.01
0.02 -0.02 0.01
0.08 -0.02 0.11
0.00 0.01 0.01
0.00 0.00 0.00
-0.01 0.00 -0.01
0.01 0.00 0.00
0.00 -0.01 0.01
0.00 0.01 -0.01
0.00 -0.01 0.00
-0.02 -0.01 0.01
0.00 -0.02 0.00
0.00 0.02 0.00
-0.01 -0.01 -0.01
0.05 -0.22 -0.08
0.00 0.00 0.00
0.00 0.00 0.00
0.00 0.00 0.00
0.00 0.00 0.01
-0.07 0.17 -0.11
-0.65 0.51 0.48
0.16 -0.28 -0.26
0.01 0.01 0.02
0.00 -0.03 -0.01
0.13 -0.21 -0.14
-0.03 0.00 0.01
0.00 0.00 0.00
-0.01 0.01 -0.01
0.00 -0.01 0.01
-0.01 0.01 0.02
-0.02 0.01 -0.03
-0.03 0.00 -0.02
0.01 0.01 0.01

HOMO level (spin up / spin down) = -11.36 / -11.41 eV
multiplicity = 2
energy above the lowest of the compared OMol25 structures with the same formula, charge and spin = 13.3 kcal per mole
total charge = +1
HOMO-LUMO gap (spin up / spin down) = 0.27513 / 0.27898 Eh
expectation value of S² = 0.78

---

# 2
The following is a quantum chemistry calculation of a 2-piece molecular cluster, C16H18F3NO5S4 overall, from OMol25.

CARTESIAN COORDINATES (ANGSTROEM)
O -3.63453 2.18757 -1.09804
S -3.42672 0.81273 -0.73120
O -3.59829 -0.24777 -1.69024
C -4.44166 0.39042 0.69041
C -5.46687 -0.54037 0.50457
C -6.32549 -0.82883 1.56793
C -6.14313 -0.21622 2.81486
C -5.11438 0.71434 2.98556
C -4.28019 1.03050 1.91453
N -1.71715 0.69995 -0.09804
S -0.73225 -0.55443 -0.68157
C -1.36705 -1.96977 0.35516
F -0.54966 -3.01591 0.05230
F -2.64961 -2.33924 0.11703
F -1.28297 -1.68444 1.68455
S -0.89617 2.10515 0.56462
O -0.54894 2.97899 -0.51836
O -1.66788 2.57788 1.68314
C 0.56180 1.34960 1.21926
C 0.67845 1.07858 2.58468
C 1.78764 0.36606 3.02614
C 2.78719 0.00858 2.11965
C 2.73546 0.46256 0.80105
C 1.62712 1.14866 0.33978
H -5.55146 -1.06322 -0.44556
H -7.14501 -1.53093 1.41613
H -6.80245 -0.45806 3.65123
H -4.95892 1.21812 3.94038
H -3.46862 1.72768 2.05981
H -0.08740 1.41837 3.27659
H 1.89594 0.13992 4.08573
H 3.64881 -0.56502 2.45753
H 3.56894 0.34117 0.11895
H 1.57663 1.51986 -0.68403
C 3.53424 -1.35990 -1.89023
S 4.45753 -0.27147 -2.71706
C 6.22842 -0.76340 -2.73793
C 4.05572 -0.45915 -4.47174
O 4.41819 1.15155 -2.33924
H 3.05990 -2.18626 -2.43166
H 3.61378 -1.33658 -0.80106
H 6.29139 -1.81905 -3.04310
H 6.73842 -0.09984 -3.45953
H 6.67416 -0.61849 -1.74092
H 4.37876 -1.46221 -4.77474
H 2.97347 -0.34809 -4.61586
H 4.56481 0.31037 -5.06143

Force components x, y, z for each atom (eV/Å):
0.32 -0.81 0.46
0.23 0.18 -0.02
0.53 0.74 0.61
-0.15 -0.04 0.14
0.19 -0.12 0.06
0.13 0.20 0.12
0.09 0.09 -0.26
-0.15 -0.12 -0.29
0.13 -0.12 0.16
-0.79 -0.07 -0.25
-1.29 -0.76 0.13
0.24 0.24 0.30
-0.76 0.73 0.41
1.22 0.33 0.14
-0.04 -0.44 -1.10
0.14 0.04 0.26
-0.25 -0.49 0.38
-0.01 0.00 -0.59
0.47 0.48 -0.06
-0.32 -0.24 -0.32
0.17 0.12 -0.08
0.03 0.25 0.03
0.22 0.22 0.12
-0.21 -0.01 0.20
-0.08 0.19 0.18
0.27 0.12 0.07
0.18 0.06 -0.30
-0.07 -0.21 -0.25
-0.10 0.09 -0.06
0.02 -0.21 -0.19
-0.06 -0.05 -0.27
-0.17 0.15 -0.03
-0.13 -0.02 0.27
0.02 -0.20 0.25
0.19 0.46 -0.54
-0.42 -0.44 0.27
0.02 0.67 -0.47
-0.08 -0.44 0.16
0.27 -1.05 0.00
0.31 0.57 0.21
0.02 -0.20 -0.68
-0.11 0.46 0.14
-0.06 -0.36 0.33
-0.45 -0.04 -0.32
-0.11 0.26 -0.04
0.31 -0.06 0.32
0.09 -0.14 0.41

HOMO level = -8.16 eV
energy above the lowest of the compared OMol25 structures with the same formula, charge and spin = 5.4 kcal per mole
total charge = 0
structure (SMILES) = O=S(=O)(c1ccccc1)N(SC(F)(F)F)S(=O)(=O)c1ccccc1.C=S(C)(C)=O
HOMO-LUMO gap = 0.30292 Eh

---

# 3
The following is a quantum chemistry calculation of one molecule with the formula C16H18FN3O4S4, from OMol25.

CARTESIAN COORDINATES (ANGSTROEM)
C 1.74288 -1.55707 3.74488
C 2.65305 -1.29354 2.77997
C 2.35130 -1.31940 1.22968
O 3.65114 -1.33562 0.58839
S 3.36785 -1.66413 -0.99139
O 4.65512 -1.55677 -1.66219
O 2.75227 -2.95595 -1.24509
C 2.32215 -0.25289 -1.58628
C 1.92485 0.73489 -0.42518
C 0.87640 1.79357 -0.95204
C 0.85583 1.94053 -2.52263
O 1.35437 2.81521 -3.12609
F 0.14833 0.98187 -3.26696
N 3.10980 1.52444 0.10034
C 3.68828 2.17961 -0.75730
S 4.43362 3.14551 -1.78551
C 1.43252 -0.08882 0.84191
C -0.05629 -0.58835 0.80626
C -0.41379 -1.63032 -0.31558
C -1.82470 -2.34463 -0.11095
S -3.08905 -1.29908 0.70470
C -3.98302 -0.36520 -0.59281
S -4.38393 -0.98216 -2.04907
N -4.33414 0.98643 -0.18123
C -5.48181 1.36356 0.50854
C -5.29779 2.78595 0.69656
N -4.07960 3.15785 0.11954
C -3.49952 2.07368 -0.41064
H 0.64906 -1.37886 3.68713
H 2.13832 -1.93557 4.72129
H 3.70504 -1.08402 3.10253
H 1.87673 -2.31962 1.05176
H 1.43126 -0.73140 -2.07504
H 2.91394 0.20068 -2.41782
H 1.06209 2.83694 -0.58278
H -0.18818 1.57348 -0.68062
H 1.50543 0.63107 1.70418
H -0.78634 0.26670 0.80433
H -0.24278 -1.10611 1.79204
H 0.33878 -2.45539 -0.41032
H -0.52425 -1.04565 -1.27398
H -2.19504 -2.58452 -1.14396
H -1.71906 -3.31407 0.43245
H -6.32267 0.72476 0.83765
H -5.99581 3.45374 1.23746
H -2.52261 2.01868 -0.92613

Force components x, y, z for each atom (eV/Å):
0.80 0.22 0.21
-0.40 -0.34 -0.11
-0.18 0.53 2.42
-1.53 -0.26 -1.76
3.06 -0.86 -2.29
-1.30 0.72 1.21
-0.69 1.52 1.33
-0.30 -0.49 0.24
-0.28 -0.58 0.53
-1.20 0.03 -1.09
-0.13 -0.09 0.24
0.06 0.10 -0.02
0.47 0.47 1.47
-0.16 -0.27 -1.96
1.03 1.28 -0.18
-0.79 -1.29 1.23
-0.68 0.33 0.05
-0.09 -0.72 0.48
-0.99 0.68 0.02
0.52 0.04 -1.35
-0.27 0.75 -0.35
0.25 -0.78 -0.29
0.38 0.63 0.97
0.36 -1.44 -0.24
0.72 3.14 0.31
0.67 -2.88 -0.82
-0.18 -0.66 -0.05
-2.09 0.83 1.47
0.80 -0.89 -0.36
-0.49 1.12 -0.67
-0.81 -0.88 -0.68
0.22 1.06 -0.09
0.74 0.46 0.75
-0.20 -0.19 0.86
0.16 -1.14 -0.26
1.01 -0.21 -0.03
-0.06 -0.60 -0.93
0.79 -0.80 -0.11
0.23 0.58 -0.85
-0.50 0.92 -0.13
0.38 -0.80 0.71
0.10 0.04 1.03
-0.29 0.95 -0.12
1.04 0.23 -0.54
0.85 -0.38 -0.64
-1.00 -0.05 0.39

HOMO level = -9.19 eV
total charge = 0
structure (SMILES) = C=C[C@@H]1OS(=O)(=O)C[C@](CC(=O)F)(N=C=S)[C@H]1CCCSC(=S)n1ccnc1
HOMO-LUMO gap = 0.28834 Eh

---

# 4
The following is a quantum chemistry calculation of C16H18FN6Pt as an isolated structure, from OMol25.

CARTESIAN COORDINATES (ANGSTROEM)
Pt 0.17784 0.17345 0.02069
N -1.41361 -1.90625 3.52807
C -0.85504 -0.91527 4.30657
C -0.18812 -0.10682 3.44407
N -0.32843 -0.58127 2.16065
C -1.07255 -1.66346 2.24534
C -1.45156 -2.43754 1.06510
N -1.05336 -2.09497 -0.13368
C -1.61463 -3.00734 -0.99346
C -2.35917 -3.90792 -0.29427
N -2.24637 -3.53336 1.02418
H -1.97387 -2.66572 3.87472
H -0.97849 -0.88525 5.37446
H 0.38451 0.77956 3.65551
H -1.44659 -2.95831 -2.05618
H -2.94102 -4.75938 -0.60057
H -2.68952 -3.99963 1.79692
C 5.01107 1.44784 -1.89805
N 4.28122 0.19608 -1.65168
C 4.88267 -1.12774 -1.84390
C 3.03215 0.27233 -1.24712
N 1.93603 0.36997 -0.90725
H 5.99254 1.19495 -2.28728
H 5.13345 2.01656 -0.97724
H 4.48932 2.05876 -2.63296
H 5.88445 -0.98750 -2.23795
H 4.30690 -1.71497 -2.55779
H 4.95070 -1.66917 -0.90110
F -5.10801 -0.02087 2.05865
C -4.08290 0.45864 1.34012
C -3.87817 -0.03921 0.06649
C -2.79819 0.44022 -0.65355
C -1.92957 1.39382 -0.10546
C -0.71360 1.77878 -0.82084
C -2.20636 1.90095 1.17250
C -3.27879 1.43535 1.90638
H -4.55588 -0.77828 -0.33960
H -2.60527 0.06660 -1.65160
H -0.23570 2.70227 -0.50862
H -0.72444 1.64307 -1.89883
H -1.55537 2.66010 1.58992
H -3.50551 1.81286 2.89422

Force components x, y, z for each atom (eV/Å):
0.28 0.52 0.13
-0.04 -0.02 0.14
-0.04 -0.07 -0.04
0.09 0.11 -0.16
-0.14 -0.32 0.13
-0.11 -0.09 -0.15
0.04 0.13 0.21
-0.08 -0.39 -0.08
0.08 0.11 0.00
-0.01 0.03 0.04
-0.09 -0.08 0.04
0.00 0.01 0.00
0.00 -0.01 -0.02
-0.01 -0.02 0.00
0.00 -0.02 0.02
0.01 0.01 0.01
0.00 0.00 -0.01
-0.03 -0.06 0.04
-0.26 0.08 0.02
-0.01 0.01 0.02
0.42 0.15 -0.21
-0.37 -0.17 0.14
0.00 -0.01 0.00
0.01 -0.01 0.02
0.00 -0.01 -0.02
0.01 0.00 -0.01
-0.01 0.01 -0.01
0.01 0.01 0.02
-0.02 0.00 0.00
0.01 -0.01 0.01
0.05 0.00 -0.03
-0.05 -0.21 0.01
-0.03 0.32 -0.25
0.40 -0.29 -0.14
0.05 -0.02 0.22
0.04 0.01 0.00
0.02 0.00 0.01
-0.02 0.02 0.01
-0.07 0.08 -0.04
-0.12 0.19 -0.05
-0.02 -0.01 -0.01
0.00 -0.02 -0.01

HOMO level (spin up / spin down) = -10.56 / -10.56 eV
energy above the lowest of the compared OMol25 structures with the same formula, charge and spin = 27.7 kcal per mole
total charge = +1
HOMO-LUMO gap (spin up / spin down) = 0.28187 / 0.28189 Eh

---

# 5
The following is a quantum chemistry calculation of C16H18N2O3S as an isolated structure, from OMol25.

CARTESIAN COORDINATES (ANGSTROEM)
C 1.51036 2.99699 2.17270
C 1.29791 1.64847 1.43471
H 1.00546 1.00723 2.15507
H 2.06511 1.25754 0.85119
O 0.05425 1.57887 0.39609
C 0.21494 2.13277 -0.62292
O 1.25525 2.45006 -0.90706
C -1.01641 2.28484 -1.64878
C -2.19577 1.57344 -0.99633
C -3.20997 2.08268 -0.37778
S -4.37295 1.13939 0.30543
C -3.24986 -0.19038 -0.32152
N -2.08879 0.00704 -0.92660
N -3.39484 -1.50437 0.10010
C -2.65136 -2.75145 -0.20182
O -3.20036 -3.82553 0.36727
C -1.20297 -2.71512 -0.52154
H -1.28012 -1.92989 -1.34509
C -0.24553 -1.86512 0.47562
C 1.02226 -1.67172 0.17646
C 1.23166 -0.85839 -1.09607
C 2.44574 -0.48091 -1.27465
C 3.63969 -1.05366 -0.74197
C 3.36769 -1.98874 0.42921
C 2.13918 -2.14119 0.43893
H 2.06542 -2.96675 1.49790
H 4.27993 -2.69179 0.74829
H 4.68810 -0.78851 -1.15824
H 2.64374 0.07677 -2.13466
H 0.47068 -0.42422 -1.42072
H -0.32545 -2.55243 1.33447
H -0.80818 -1.04917 0.74773
H -0.82411 -3.48826 -0.85472
H -4.35442 -1.90090 0.43630
H -3.53570 3.10108 -0.31591
H -0.70597 2.02273 -2.45565
H -1.21878 3.32034 -1.86212
H 2.26464 2.89066 3.07039
H 0.56501 3.42672 2.62006
H 1.65448 3.84089 1.42623

Force components x, y, z for each atom (eV/Å):
-0.73 1.40 -0.43
-1.86 2.60 -1.40
-1.25 -2.59 1.96
1.56 -0.23 -0.73
-2.65 -4.96 12.60
-5.67 2.00 -7.06
9.75 4.69 -4.93
-3.39 2.49 11.45
3.66 -3.15 -2.42
-1.10 3.69 0.05
0.54 -3.97 -0.21
1.94 -2.97 0.40
-3.94 5.99 0.74
-2.82 -3.72 0.16
-2.26 -3.25 6.37
2.11 5.08 -3.68
-3.29 11.05 0.33
0.65 -1.24 0.09
-7.73 -6.04 3.49
0.03 6.30 -10.34
1.39 -4.80 8.07
6.52 0.17 -2.51
0.47 -0.98 2.67
12.65 3.07 -6.75
-2.49 -9.71 11.62
-0.74 1.50 -2.39
-2.59 1.77 -0.16
-2.04 -0.35 0.88
0.24 1.47 -1.19
-6.43 3.49 -3.60
0.26 0.31 0.50
-0.96 2.24 0.43
3.45 -7.87 -2.77
2.24 1.40 -0.67
0.73 0.80 -0.38
3.43 -4.34 -9.57
-0.18 0.76 0.74
-1.19 0.26 -2.22
0.62 -1.26 -0.08
1.04 -1.09 0.94

HOMO level = -8.55 eV
energy above the lowest of the compared OMol25 structures with the same formula, charge and spin = 325.9 kcal per mole
total charge = 0
HOMO-LUMO gap = 0.31938 Eh

---

# 6
The following is a quantum chemistry calculation of one molecule with the formula C16H18N4O7S, from OMol25.

CARTESIAN COORDINATES (ANGSTROEM)
C 3.89797 -1.20747 -0.21630
N 2.81282 -1.81222 0.54132
S 2.03818 -0.76373 1.61100
O 1.74368 0.45664 0.91469
O 2.77828 -0.67747 2.83958
C 0.51162 -1.66004 1.86992
C 0.48844 -2.94449 2.38178
C -0.72378 -3.61406 2.46759
C -1.89177 -3.00711 2.03342
C -1.86206 -1.70409 1.54875
C -3.08475 -1.05124 0.99452
O -4.06409 -1.63348 0.61580
O -2.92250 0.27590 0.97778
C -3.72804 1.04841 0.09982
C -2.82806 2.14053 -0.46246
O -3.19569 3.31008 -0.37603
C -1.53156 1.74468 -0.97259
C -0.50686 2.70457 -1.05906
N -0.76044 3.99134 -0.82741
N 0.75613 2.33703 -1.39692
C 1.83327 3.30706 -1.39782
C 1.09442 1.02747 -1.73302
O 2.21507 0.74371 -2.09109
N 0.08048 0.11924 -1.70341
C 0.44701 -1.24541 -2.04562
C -1.25003 0.37741 -1.35087
O -2.06309 -0.52521 -1.42050
C -0.64757 -1.03034 1.47957
H 4.30053 -1.95029 -0.90258
H 4.69594 -0.83281 0.43081
H 3.47904 -0.38233 -0.78783
H 3.14235 -2.60280 1.07927
H 1.40395 -3.40939 2.71253
H -0.75416 -4.61833 2.86207
H -2.83551 -3.53010 2.06450
H -4.12878 0.40499 -0.69124
H -4.55027 1.51725 0.65008
H -0.02419 4.65986 -0.69176
H -1.73175 4.19220 -0.56433
H 1.62541 4.11421 -2.10220
H 2.73147 2.77823 -1.71280
H 1.99401 3.70059 -0.39330
H 1.12382 -1.64368 -1.28847
H 0.94766 -1.25356 -3.01304
H -0.46887 -1.83069 -2.08322
H -0.58773 -0.02109 1.10908

Force components x, y, z for each atom (eV/Å):
0.28 0.51 -0.11
-0.68 0.32 0.54
0.23 -0.67 0.12
-0.03 -0.09 -0.21
-0.14 -0.22 0.00
0.34 0.34 -0.14
0.01 -0.10 0.10
0.16 0.02 0.01
-0.13 0.28 -0.12
0.26 -0.12 0.04
-0.19 -0.33 0.05
0.07 0.08 0.10
0.06 0.24 0.24
-0.54 0.00 -0.23
0.00 -0.32 0.12
-0.20 0.02 0.07
0.16 0.11 -0.02
-0.44 -0.27 -0.06
0.12 0.13 0.13
0.06 0.19 0.08
0.31 0.07 -0.06
-0.25 0.08 -0.18
0.18 -0.07 -0.08
0.00 -0.24 0.01
0.04 -0.31 -0.14
0.06 0.44 -0.20
-0.10 -0.04 -0.02
-0.11 0.10 -0.03
-0.05 0.00 0.02
0.07 -0.04 -0.07
0.18 -0.08 -0.08
-0.05 -0.15 0.14
0.08 -0.14 0.08
0.01 -0.07 0.03
-0.08 -0.06 -0.01
0.05 0.17 0.13
0.20 -0.04 -0.09
0.01 -0.05 -0.04
0.17 0.02 -0.10
0.01 0.00 0.04
-0.13 0.16 0.05
-0.02 0.04 0.00
-0.03 -0.03 -0.08
-0.01 -0.04 0.05
0.14 0.05 0.00
-0.10 0.08 -0.05

HOMO level = -9.06 eV
energy above the lowest of the compared OMol25 structures with the same formula, charge and spin = 0.0 kcal per mole
total charge = 0
structure (SMILES) = CNS(=O)(=O)c1cccc(C(=O)OCC(=O)c2c(N)n(C)c(=O)n(C)c2=O)c1
HOMO-LUMO gap = 0.33946 Eh